# 1
The following is a quantum chemistry calculation of one molecule with the formula C4H5ClO2S, from the Open Molecules 2025 dataset.

The calculation puts the LUMO energy at 0.01105 hartree. Its structure (SMILES) is O=C(O)[C@@H](S)/C=C\Cl. For the energy above the lowest of the compared OMol25 structures with the same formula, charge and spin, the calculation gives 2.6286 eV. As for the orbital gap: 9.67 eV.

```
13
Properties=species:S:1:pos:R:3:forces:R:3
C -0.6198 -0.5934 0.2499 4.28 0.83 1.29
C 1.0111 -0.4090 0.4391 0.25 -1.21 -1.02
C 1.7985 0.1587 -0.5112 3.11 -0.83 1.40
C -1.3541 0.7485 0.1044 -0.12 0.26 1.50
H -1.9356 -1.1314 -1.2527 0.42 -1.03 -0.91
H -0.8203 -1.0337 1.2405 -0.82 0.04 -0.56
H 1.5471 -1.2245 1.1227 -1.27 2.25 -1.27
H 2.9475 0.1995 -0.6651 -1.68 -1.41 2.42
H -0.3130 1.3229 1.8711 -1.42 0.06 -2.28
O -0.9712 1.6358 1.1545 -0.12 -0.81 -0.42
O -2.2411 0.9946 -0.6852 1.97 -0.06 1.64
S -0.6779 -1.6935 -1.1415 -2.20 0.52 -0.06
Cl 1.6288 1.0254 -1.9266 -2.39 1.39 -1.73
```
Positions in Å, forces in eV/Å.


# 2
The following is a quantum chemistry calculation of C47H38MoN10Se as an isolated structure, from the Open Molecules 2025 dataset.

As for the total charge: +4. The calculation puts the LUMO energy at -0.49194 hartree. As for the orbital gap: 5.16 eV.

```
97
Properties=species:S:1:pos:R:3:forces:R:3
Mo -0.5070 0.3490 -1.2884 -0.08 0.10 0.07
C -6.4642 1.1217 1.2662 0.02 -0.01 -0.02
C -5.8068 1.9066 2.2056 0.02 0.00 0.00
C -4.4508 2.2351 2.0636 -0.03 0.00 0.01
C -3.8004 1.7234 0.9600 0.05 0.06 0.03
C -2.4452 1.8957 0.4865 0.05 -0.05 -0.07
N -2.2648 1.1992 -0.7095 -0.37 0.07 0.14
C -3.5096 0.6477 -1.0354 0.11 -0.03 0.08
N -3.8202 -0.0010 -2.1269 0.16 0.03 -0.11
C -2.9461 -0.2854 -3.0646 -0.24 0.03 0.00
C -3.3084 -0.6781 -4.4032 -0.02 0.04 0.12
C -4.5377 -0.8671 -4.9969 -0.07 -0.05 -0.09
C -4.5339 -1.2227 -6.3562 -0.04 0.02 0.12
C -3.3483 -1.3736 -7.0628 0.12 0.00 0.01
C -2.0993 -1.1790 -6.4498 -0.05 -0.04 -0.09
C -2.1121 -0.8334 -5.1155 0.12 0.06 0.03
C -1.0419 -0.5322 -4.1985 0.17 0.00 -0.17
N 0.2272 -0.5257 -4.5344 -0.22 -0.01 0.06
C 1.1622 0.0141 -3.7972 0.10 0.04 0.09
N 0.9865 0.7379 -2.6146 0.22 0.01 -0.19
C 2.2414 1.2340 -2.2606 0.01 -0.07 -0.04
N 2.5065 2.0564 -1.2735 -0.16 0.03 0.05
C 1.5869 2.4895 -0.4406 0.16 -0.04 -0.09
N 0.3206 1.9442 -0.2481 0.03 -0.17 -0.21
C -0.3180 2.7652 0.6687 -0.26 0.02 0.16
N -1.5553 2.6386 1.0991 0.16 0.00 -0.13
C 0.5729 3.8111 1.1161 -0.08 -0.03 -0.02
C 0.3876 4.8551 1.9959 0.02 0.08 0.04
C 1.4659 5.7392 2.1605 -0.06 -0.04 0.01
C 2.6573 5.5664 1.4688 0.04 -0.07 -0.06
C 2.8354 4.5006 0.5714 0.03 0.07 0.06
C 1.7723 3.6372 0.4183 0.02 -0.04 -0.09
C 3.2400 0.7539 -3.1910 -0.05 0.02 0.09
C 4.5954 0.9940 -3.2754 0.05 -0.01 -0.04
C 5.2738 0.4122 -4.3572 -0.01 0.02 0.03
C 4.6047 -0.3496 -5.3058 -0.03 -0.01 -0.01
C 3.2204 -0.5691 -5.2254 0.03 0.00 -0.02
C 2.5664 -0.0120 -4.1482 -0.04 0.00 -0.03
N -1.5583 -0.2453 -2.9335 0.19 0.13 0.22
C -4.4636 0.9392 0.0132 -0.03 -0.04 -0.05
C -5.8008 0.6277 0.1324 -0.04 0.01 0.03
H -7.5137 0.8984 1.4064 0.00 0.00 -0.01
H -6.3581 2.2826 3.0573 0.00 0.00 0.00
H -3.9465 2.8715 2.7788 -0.02 0.00 0.00
H -5.4619 -0.7523 -4.4464 0.00 0.00 -0.02
H -5.4753 -1.3820 -6.8653 0.00 0.00 0.01
H -3.3892 -1.6457 -8.1094 0.01 0.00 0.01
H -1.1759 -1.2964 -7.0011 -0.02 -0.01 0.00
H -0.5441 4.9973 2.5270 0.01 0.01 0.00
H 1.3655 6.5787 2.8357 -0.01 0.00 0.00
H 3.4627 6.2730 1.6200 0.00 0.00 -0.01
H 3.7600 4.3713 0.0249 0.00 0.01 0.01
H 5.1115 1.6108 -2.5517 0.01 0.00 -0.02
H 6.3389 0.5709 -4.4640 -0.01 0.00 0.01
H 5.1613 -0.7714 -6.1324 -0.01 0.00 0.00
H 2.6950 -1.1394 -5.9797 0.02 0.00 0.00
H -6.3181 0.0390 -0.6133 -0.01 0.01 0.01
C -2.5495 -3.3784 2.3881 0.00 -0.02 0.05
C -1.5735 -2.8972 3.4580 -0.05 0.01 -0.03
C -1.7474 -1.4250 3.8244 0.00 -0.06 -0.02
C -1.3350 -0.4577 2.7183 0.00 0.00 0.08
N 0.1003 -0.5457 2.3897 0.07 0.13 -0.01
C 0.6653 -1.0598 1.2895 0.06 -0.01 0.02
Se -0.2318 -1.7883 -0.2213 -0.12 -0.28 0.04
N 1.9974 -1.0366 1.3868 0.11 0.06 0.05
C 2.9576 -1.6516 0.4448 0.02 0.06 0.07
C 3.0227 -3.1723 0.5156 0.02 -0.04 0.01
C 3.4138 -3.7614 1.8741 -0.01 -0.01 0.04
C 2.2570 -3.9403 2.8553 0.02 0.03 -0.03
C 2.3273 -0.4601 2.6096 0.08 -0.17 -0.14
C 3.5644 -0.2199 3.2090 0.04 0.01 0.03
C 3.5358 0.3614 4.4553 -0.02 0.00 0.00
C 2.3212 0.6975 5.0911 0.01 0.00 -0.01
C 1.1013 0.4516 4.5043 -0.03 0.02 0.02
C 1.1286 -0.1479 3.2432 -0.17 0.03 0.00
H -2.3935 -4.4333 2.1661 -0.01 0.00 -0.01
H -2.4471 -2.8311 1.4456 -0.01 0.01 -0.01
H -3.5822 -3.2642 2.7229 0.02 0.00 0.00
H -0.5390 -3.0880 3.1509 -0.01 0.01 0.01
H -1.7195 -3.4866 4.3633 0.01 -0.02 -0.01
H -1.2038 -1.1947 4.7411 0.04 0.02 -0.01
H -2.8008 -1.2181 4.0347 0.02 -0.01 0.02
H -1.5305 0.5774 3.0074 0.01 -0.04 -0.02
H -1.8881 -0.6771 1.8045 0.01 0.04 -0.03
H 3.9275 -1.2194 0.6852 -0.01 0.02 0.00
H 2.6890 -1.3178 -0.5585 -0.01 0.02 -0.04
H 3.7646 -3.4594 -0.2342 -0.02 0.01 0.00
H 2.0755 -3.6088 0.1806 0.00 0.01 0.01
H 4.2106 -3.1613 2.3252 -0.01 0.00 -0.01
H 3.8566 -4.7402 1.6902 0.01 0.00 0.01
H 1.8228 -2.9924 3.1847 0.00 0.01 0.00
H 2.5954 -4.4554 3.7531 -0.01 0.00 0.00
H 1.4641 -4.5489 2.4128 0.01 0.01 0.00
H 4.5006 -0.4858 2.7382 -0.01 0.00 0.00
H 4.4674 0.5578 4.9689 -0.01 0.01 0.00
H 2.3533 1.1501 6.0731 0.01 -0.01 0.00
H 0.1787 0.7018 5.0088 -0.01 -0.02 -0.01
```
Positions in Å, forces in eV/Å.


# 3
The following is a quantum chemistry calculation of C58H56AsN2O2P2RbSi as an isolated structure, from the Open Molecules 2025 dataset.

The calculation puts the LUMO energy at -0.00152 hartree. For the energy above the lowest of the compared OMol25 structures with the same formula, charge and spin, the calculation gives 0.0202 eV. As for the orbital gap: 5.12 eV.

```
123
Properties=species:S:1:pos:R:3:forces:R:3
Rb 0.3125 -0.3508 -1.4824 0.31 0.02 -0.25
C 1.7059 2.1171 -3.6044 0.05 0.11 -0.12
Si 1.2106 2.7280 -1.8359 -0.15 -0.20 0.18
C -0.1207 4.0303 -2.3276 0.11 0.05 -0.07
C 0.1200 5.1102 -3.1819 0.07 0.04 -0.03
C -0.8819 5.9863 -3.5707 -0.01 0.01 0.01
C -2.1765 5.7887 -3.1120 -0.02 -0.01 0.00
C -2.4540 4.7159 -2.2781 0.00 0.05 -0.03
C -1.4407 3.8398 -1.8858 -0.11 -0.05 0.14
P -1.8058 2.3706 -0.8096 0.19 0.05 -0.25
C -1.4582 2.9848 0.8769 0.10 0.02 0.05
C -2.0848 2.3892 1.9734 0.00 -0.04 0.01
C -1.7513 2.7542 3.2693 -0.01 -0.02 0.01
C -0.7692 3.7108 3.4909 -0.04 0.02 0.06
C -0.1297 4.2988 2.4104 0.00 0.04 -0.02
C -0.4714 3.9419 1.1124 -0.08 -0.05 0.04
C -3.6433 2.3533 -0.8311 -0.10 -0.01 -0.01
C -4.4892 3.0434 0.0349 -0.03 0.06 -0.02
C -5.8684 2.9356 -0.0834 -0.02 0.01 0.03
C -6.4277 2.1472 -1.0794 -0.03 -0.02 -0.02
C -5.5981 1.4589 -1.9548 -0.02 0.01 -0.01
C -4.2213 1.5523 -1.8175 -0.05 0.04 -0.02
C 2.7956 3.6404 -1.2815 0.06 0.01 -0.01
C 2.9696 5.0249 -1.2056 -0.07 0.08 -0.01
C 4.1245 5.5976 -0.6877 0.01 0.04 0.00
C 5.1591 4.7917 -0.2405 0.00 -0.05 0.00
C 5.0127 3.4108 -0.2914 0.00 0.07 -0.02
C 3.8446 2.8385 -0.7849 0.02 -0.09 0.10
P 3.5956 1.0022 -0.6876 -0.10 0.21 -0.22
C 3.1658 0.7742 1.0756 -0.09 -0.06 0.02
C 2.5376 1.7767 1.8123 -0.01 -0.02 0.00
C 2.1160 1.5333 3.1140 0.02 0.06 0.02
C 2.3218 0.2932 3.6983 0.09 -0.03 0.04
C 2.9324 -0.7195 2.9684 0.04 -0.01 0.02
C 3.3331 -0.4829 1.6631 -0.02 0.01 -0.01
C 5.3329 0.4111 -0.7615 0.06 -0.02 0.11
C 6.1527 0.1709 0.3401 0.06 0.02 -0.03
C 7.4593 -0.2695 0.1705 -0.03 0.00 0.01
C 7.9708 -0.4659 -1.1039 0.03 -0.01 0.01
C 7.1661 -0.2243 -2.2089 0.02 -0.01 -0.05
C 5.8574 0.1984 -2.0365 0.00 -0.01 -0.02
H 2.0033 2.9503 -4.2514 0.00 -0.04 0.01
H 0.8694 1.6174 -4.1093 -0.01 0.01 0.05
H 2.5468 1.4166 -3.5755 -0.03 0.00 0.05
H 1.1264 5.2637 -3.5624 -0.04 0.00 0.01
H -0.6571 6.8152 -4.2325 -0.01 -0.02 0.01
H -2.9728 6.4623 -3.4072 0.02 -0.02 0.01
H -3.4710 4.5690 -1.9413 -0.03 -0.02 0.02
H -2.8458 1.6300 1.8121 0.03 0.04 0.01
H -2.2631 2.2933 4.1068 0.01 0.01 -0.01
H -0.5076 3.9964 4.5032 0.00 0.00 -0.03
H 0.6405 5.0436 2.5720 0.00 -0.01 0.00
H 0.0306 4.4131 0.2784 0.02 0.02 -0.03
H -4.0707 3.6775 0.8073 0.00 0.00 -0.03
H -6.5078 3.4794 0.6019 0.00 -0.02 -0.02
H -7.5042 2.0697 -1.1736 0.03 0.00 0.00
H -6.0221 0.8448 -2.7412 -0.01 0.02 0.02
H -3.5784 0.9987 -2.4949 0.04 0.01 0.00
H 2.1787 5.6805 -1.5561 0.02 -0.03 0.02
H 4.2176 6.6773 -0.6421 0.00 -0.03 0.00
H 6.0681 5.2283 0.1557 -0.02 -0.01 -0.01
H 5.8142 2.7795 0.0705 0.02 0.01 0.02
H 2.3703 2.7486 1.3637 0.01 -0.01 0.00
H 1.6195 2.3223 3.6665 0.04 -0.04 -0.02
H 2.0030 0.1099 4.7186 0.01 0.01 -0.04
H 3.0856 -1.6967 3.4128 -0.01 0.03 0.00
H 3.7945 -1.2843 1.0936 -0.01 0.01 0.01
H 5.7763 0.3350 1.3415 -0.01 0.01 0.00
H 8.0784 -0.4496 1.0414 0.01 0.00 -0.03
H 8.9908 -0.8058 -1.2361 -0.02 0.01 0.00
H 7.5568 -0.3710 -3.2091 -0.01 0.00 0.03
H 5.2329 0.3729 -2.9069 -0.01 0.01 0.03
O 0.6643 -3.5816 5.5381 0.01 0.02 -0.02
C -0.4039 -2.7237 5.1661 0.01 -0.02 -0.01
C -0.1969 -2.2770 3.7469 0.01 -0.04 -0.01
C -0.5647 -1.0077 3.3361 -0.09 0.02 0.00
C -0.3838 -0.6590 2.0071 -0.08 -0.07 -0.04
N 0.1367 -1.4811 1.1047 0.07 0.09 0.21
C 0.5420 -2.6868 1.5063 -0.01 -0.10 -0.01
C 0.3712 -3.1329 2.8112 0.01 0.08 -0.04
C 1.2149 -3.5294 0.4709 0.00 0.04 0.05
C 2.0499 -4.5787 0.8445 -0.01 -0.01 -0.03
C 2.6753 -5.3307 -0.1372 -0.03 0.02 0.08
C 3.6314 -6.4333 0.2156 0.03 -0.02 0.00
O 3.3882 -6.8652 1.5419 -0.01 0.00 0.00
C 2.4258 -5.0084 -1.4620 -0.01 0.00 -0.12
C 1.5900 -3.9409 -1.7399 0.06 0.00 0.00
N 1.0014 -3.1999 -0.8072 0.02 -0.15 0.09
H 0.5182 -3.8841 6.4384 -0.01 -0.02 0.01
H -0.4572 -1.8468 5.8177 0.01 0.02 0.01
H -1.3616 -3.2517 5.2340 -0.04 0.00 0.02
H -0.9715 -0.2799 4.0284 0.01 -0.03 0.01
H -0.6622 0.3314 1.6612 0.04 -0.02 -0.02
H 0.6829 -4.1226 3.1132 -0.02 0.02 0.00
H 2.2325 -4.8073 1.8842 0.00 0.01 -0.03
H 4.6515 -6.0455 0.1138 0.03 -0.01 -0.01
H 3.5158 -7.2556 -0.4973 -0.02 -0.01 -0.01
H 4.0407 -7.5310 1.7751 0.01 0.01 0.01
H 2.8733 -5.5682 -2.2742 0.01 -0.01 0.03
H 1.3891 -3.6651 -2.7707 -0.01 0.00 0.01
C -3.5413 -1.4669 0.2923 0.04 -0.01 0.01
As -2.4624 -2.2367 -1.1505 -0.29 -0.04 0.05
C -2.3793 -4.0531 -0.4287 0.03 0.04 -0.01
C -3.8809 -2.4704 -2.5220 -0.04 0.03 -0.04
C -5.1434 -3.1228 -2.0653 0.00 -0.02 0.02
C -5.3075 -4.5046 -2.1487 -0.02 0.00 0.01
C -6.4686 -5.1134 -1.6942 0.03 -0.02 -0.02
C -7.4883 -4.3488 -1.1465 -0.04 -0.01 0.01
C -7.3384 -2.9718 -1.0606 -0.01 0.03 0.00
C -6.1771 -2.3652 -1.5153 -0.02 0.00 0.01
H -4.4214 -2.0758 0.4987 0.00 0.01 -0.01
H -3.8455 -0.4523 0.0300 -0.01 -0.03 0.00
H -2.9144 -1.4253 1.1838 0.00 0.01 0.01
H -3.3774 -4.4366 -0.2201 -0.01 -0.01 0.01
H -1.8058 -4.0120 0.4981 0.00 -0.02 -0.01
H -1.8639 -4.7150 -1.1244 -0.01 0.00 0.00
H -3.4201 -3.0294 -3.3379 0.01 -0.03 0.00
H -4.0764 -1.4632 -2.8956 -0.01 0.00 0.01
H -4.5171 -5.1081 -2.5819 -0.01 0.01 0.00
H -6.5771 -6.1882 -1.7725 0.00 0.01 0.00
H -8.3961 -4.8220 -0.7944 0.01 0.01 0.00
H -8.1304 -2.3640 -0.6400 0.01 -0.01 0.00
H -6.0678 -1.2878 -1.4431 0.00 -0.04 0.00
```
Positions in Å, forces in eV/Å.


# 4
The following is a quantum chemistry calculation of C11H26N4O7SSr as an isolated structure, from the Open Molecules 2025 dataset.

The calculation puts the LUMO energy (spin up / spin down) at -0.04313 / -0.02961 hartree. For the energy above the lowest of the compared OMol25 structures with the same formula, charge and spin, the calculation gives 1.2828 eV. As for the orbital gap (spin up / spin down): 5.56 / 5.93 eV.

```
50
Properties=species:S:1:pos:R:3:forces:R:3
O 1.1947 -1.2339 -2.7284 -3.23 2.17 1.03
H 2.5402 -1.4199 -2.8326 0.73 0.62 0.32
Sr -0.7492 0.3934 -0.9706 2.03 -0.49 1.68
N 0.7854 2.2313 -1.9330 0.07 0.53 -0.57
N 1.8285 1.0047 -0.0119 1.00 -0.16 0.81
N -2.4407 -1.6253 -0.5677 -0.57 -1.92 1.55
N -0.4047 -1.4525 0.9567 -1.65 -2.28 0.96
O 0.1197 2.7625 -2.8763 0.66 0.08 0.28
O -3.4720 -1.6261 -1.3607 -0.05 0.36 -0.50
O 0.5089 -1.2067 1.9532 1.13 0.42 -0.05
O 2.3127 0.3298 0.9812 0.03 0.82 -0.85
C 2.6256 1.9798 -0.5382 -0.98 -0.45 -0.18
C 2.0328 2.6844 -1.6210 -0.66 -0.65 0.29
C -2.3670 -2.5936 0.3657 -0.20 1.67 -2.07
C -1.2135 -2.4923 1.2256 1.96 2.56 -0.72
C 2.7049 3.8032 -2.3246 0.14 0.32 -0.22
H 3.6412 3.4680 -2.7941 -0.21 0.08 0.10
H 2.9654 4.6053 -1.6189 -0.05 -0.17 -0.17
H 2.0456 4.2085 -3.0969 0.10 -0.09 0.14
C 3.9921 2.3037 -0.0433 0.27 -0.03 0.20
H 4.7341 2.2027 -0.8489 -0.19 0.02 0.18
H 4.2656 1.6357 0.7781 -0.09 0.14 -0.18
H 4.0411 3.3442 0.3105 -0.02 -0.24 -0.08
C -3.3771 -3.6722 0.5395 -0.20 -0.22 -0.02
C -1.0092 -3.4748 2.3324 0.21 0.09 0.36
H -4.1687 -3.5714 -0.2078 0.19 0.03 0.14
H -3.8243 -3.6312 1.5431 0.01 -0.04 -0.20
H -2.9112 -4.6623 0.4363 -0.15 0.14 -0.01
H -0.0606 -3.2808 2.8405 -0.22 -0.04 -0.08
H -0.9991 -4.5011 1.9381 -0.06 0.30 0.03
H -1.8283 -3.4216 3.0658 0.20 -0.01 -0.17
H -3.0566 -0.3306 -2.1226 -0.07 -0.28 0.20
H 1.2214 -0.5946 1.5117 -0.62 -0.68 0.60
C 2.6669 -2.4278 -3.2882 1.30 -3.03 -1.43
H 2.2022 -2.4973 -4.2694 0.24 0.03 -0.01
H 2.2120 -3.1975 -2.6695 0.19 0.17 0.08
H 3.7330 -2.6462 -3.3947 0.25 0.34 0.08
O -2.4599 0.4899 -2.3498 -2.03 0.29 -1.91
H 0.9754 -0.7629 -3.5526 0.30 -0.11 -0.04
H -2.8554 0.9779 -3.0900 0.20 -0.31 0.45
C -1.6878 3.1628 3.1266 0.11 0.31 0.25
S -0.9671 1.6397 2.5138 -0.21 -0.28 -0.90
C -2.0229 0.4487 3.3508 -0.04 -0.15 0.43
O -1.3985 1.6021 1.0516 0.27 0.17 0.65
H -2.1023 2.9948 4.1248 0.07 0.18 -0.20
H -2.4528 3.4936 2.4179 0.09 -0.13 0.16
H -0.8732 3.8941 3.1896 -0.31 -0.08 -0.08
H -2.4455 0.9387 4.2347 0.00 -0.30 -0.18
H -2.8100 0.1160 2.6642 0.22 0.17 0.07
H -1.3919 -0.3930 3.6592 -0.17 0.16 -0.22
```
Positions in Å, forces in eV/Å.


The records above give, respectively, max |F| values of 4.54, 0.40, 0.40, 4.02 eV Å⁻¹.